Entry 1:
Density functional theory data (ωB97M-V with the def2-TZVPD basis set) for a cluster of 4 separate species, C30H63Br2F4IN7 in total at a distorted geometry.

Structure (ORCA input):
```
! RIJCOSX wB97M-V def2-TZVPD def2/J DEFGRID3
* xyz 1 1
C -5.42211 -0.83299 -4.44577
C -3.88908 -1.20638 -4.28794
N -2.93009 -0.42947 -4.73273
C -3.35456 -2.54184 -3.56073
N -2.24722 -2.15626 -2.64972
C -2.59794 -1.58990 -1.48293
N -4.00446 -1.44039 -1.17805
N -1.65328 -1.14845 -0.46686
C -1.92938 -1.71977 0.88406
C -0.74844 -1.60155 1.94608
C -1.45366 -1.57959 3.41418
I -2.71148 -3.30400 3.80510
C -1.41524 0.28586 -0.47366
Br -2.79031 1.70230 -0.44959
C -0.06818 0.73494 -0.45908
C 1.19578 -0.20416 -0.42318
Br 0.30958 2.69068 -0.45303
C -0.80511 -2.27743 -2.91611
F -0.12618 -3.09682 -1.98788
F -0.22660 -0.99011 -2.98685
C -0.44061 -2.92620 -4.34073
F -0.85244 -4.26482 -4.41012
F 0.96391 -2.90394 -4.43117
H -5.64678 -0.05600 -3.63381
H -5.53864 -0.26441 -5.43234
H -6.12981 -1.71358 -4.39521
H -3.35258 0.40481 -5.16429
H -3.05017 -3.22335 -4.42115
H -4.20080 -3.11309 -3.04834
H -4.29885 -1.94512 -0.33982
H -4.33296 -0.47240 -1.22272
H -2.22053 -2.82552 0.79225
H -2.84997 -1.21410 1.34959
H -0.14591 -0.64709 1.89708
H -0.12739 -2.54979 1.91897
H -0.66521 -1.46124 4.22877
H -2.13967 -0.66373 3.39756
H 1.77737 -0.04685 -1.40024
H 1.93450 0.09460 0.39905
H 0.91936 -1.29933 -0.37418
H -0.83542 -2.29383 -5.20778
C 6.05486 5.58521 -3.93460
C 5.79832 4.24991 -3.24731
N 4.43202 4.08478 -2.76339
C 4.26914 2.92916 -1.88823
C 4.48508 1.54189 -2.49525
C 3.37353 4.27552 -3.74760
C 3.38243 3.37606 -4.98395
H 5.81545 6.42215 -3.27469
H 7.11066 5.66256 -4.20604
H 5.47710 5.68979 -4.85601
H 6.48114 4.19458 -2.39312
H 6.08679 3.44066 -3.93127
H 3.27402 2.95928 -1.43264
H 4.96360 3.04050 -1.04773
H 3.64147 1.23597 -3.11564
H 4.57548 0.79906 -1.69550
H 5.39794 1.48403 -3.09174
H 3.40191 5.31649 -4.08447
H 2.39993 4.18396 -3.25221
H 4.38165 3.25256 -5.40605
H 2.75421 3.81652 -5.76374
H 2.97292 2.38817 -4.76944
C -2.57410 2.76117 3.43379
C -3.88265 3.44988 3.06657
N -5.01024 3.07419 3.90994
C -6.29461 3.53417 3.38907
C -6.53248 5.04267 3.31582
C -4.82299 3.24218 5.34704
C -4.49526 4.64387 5.86140
H -2.67868 1.67296 3.40923
H -1.79686 3.04046 2.71668
H -2.21945 3.05626 4.42389
H -4.10974 3.16916 2.03213
H -3.72056 4.53576 3.06765
H -7.10323 3.08105 3.97190
H -6.41618 3.12434 2.37931
H -6.73874 5.46754 4.29802
H -7.40832 5.24804 2.69261
H -5.68981 5.57775 2.87211
H -4.02488 2.56611 5.67055
H -5.71110 2.87310 5.87152
H -3.75697 5.15686 5.24159
H -4.07956 4.57716 6.87080
H -5.38555 5.26941 5.92780
C 5.02933 -6.85541 2.99906
C 4.33970 -6.24069 1.78759
N 3.11921 -5.50838 2.10808
C 2.33596 -5.14848 0.93224
C 2.95663 -4.16329 -0.05529
C 3.24159 -4.45888 3.11163
C 4.22795 -3.32443 2.83228
H 4.35540 -7.52206 3.54183
H 5.89188 -7.44198 2.67316
H 5.40001 -6.09444 3.68986
H 4.08625 -7.06484 1.11268
H 5.06251 -5.60989 1.25331
H 1.36404 -4.75544 1.25300
H 2.09743 -6.06987 0.38905
H 2.92987 -3.13958 0.32115
H 2.38385 -4.17311 -0.98871
H 3.98819 -4.41710 -0.30783
H 3.51768 -4.92203 4.06391
H 2.25234 -4.02706 3.30456
H 5.17608 -3.68275 2.42687
H 4.45347 -2.79564 3.76293
H 3.81345 -2.58726 2.14314
*
```

Computed properties:
- Total energy: -7408.91727 Ha
- E_LUMO: -0.185 Eh
- Maximum force: 4.03 eV Å⁻¹
- Orbital gap: 4.6044 eV

These are the Löwdin partial charges, in e, on atoms 1 to 99:
1 C -0.037
2 C -0.327
3 N 0.138
4 C -0.057
5 N 0.129
6 C -0.164
7 N 0.152
8 N -0.096
9 C -0.210
10 C -0.233
11 C -0.626
12 I 0.761
13 C -0.651
14 Br 0.706
15 C -0.620
16 C -0.123
17 Br 0.683
18 C -0.303
19 F 0.098
20 F 0.096
21 C -0.198
22 F 0.051
23 F 0.058
24 H 0.092
25 H 0.097
26 H 0.089
27 H 0.072
28 H 0.144
29 H 0.149
30 H 0.118
31 H 0.067
32 H 0.113
33 H 0.113
34 H 0.109
35 H 0.102
36 H 0.068
37 H 0.039
38 H 0.090
39 H 0.103
40 H 0.063
41 H 0.179
42 C -0.089
43 C -0.270
44 N -0.192
45 C -0.253
46 C -0.091
47 C -0.248
48 C -0.085
49 H 0.080
50 H 0.075
51 H 0.065
52 H 0.119
53 H 0.098
54 H 0.068
55 H 0.112
56 H 0.047
57 H 0.067
58 H 0.070
59 H 0.103
60 H 0.106
61 H 0.070
62 H 0.073
63 H 0.050
64 C -0.089
65 C -0.276
66 N -0.195
67 C -0.251
68 C -0.088
69 C -0.247
70 C -0.084
71 H 0.057
72 H 0.063
73 H 0.071
74 H 0.081
75 H 0.103
76 H 0.113
77 H 0.104
78 H 0.057
79 H 0.073
80 H 0.068
81 H 0.100
82 H 0.117
83 H 0.069
84 H 0.075
85 H 0.057
86 C -0.088
87 C -0.269
88 N -0.192
89 C -0.252
90 C -0.086
91 C -0.248
92 C -0.084
93 H 0.081
94 H 0.076
95 H 0.065
96 H 0.119
97 H 0.098
98 H 0.098
99 H 0.112


Entry 2:
Density functional theory data (ωB97M-V with the def2-TZVPD basis set) for a structure of composition C21H17BrN3O8Ru at a distorted geometry.

Structure (ORCA input):
```
! RIJCOSX wB97M-V def2-TZVPD def2/J DEFGRID3
* xyz 1 5
Ru -0.10485 0.24963 -0.67270
O 3.04961 -2.41895 0.22931
C 1.89817 -1.91075 -0.11218
O 1.65097 -0.71524 -0.01870
C 0.92214 -2.92571 -0.65043
O -0.33833 -2.35178 -0.86596
C -1.38429 -2.76900 0.00450
C -1.75316 -1.70250 1.07992
O -2.45690 -2.05277 1.99449
O -1.31548 -0.51242 0.83042
H 3.65820 -1.73776 0.55706
H 0.88618 -3.77752 0.03151
H 1.31036 -3.26541 -1.61507
H -1.16189 -3.70686 0.51146
H -2.28357 -2.88836 -0.60130
Br -8.53588 -0.10042 -1.47224
C -7.67319 1.54690 -1.16668
C -7.77978 2.56447 -2.11136
C -7.11403 3.75444 -1.90877
C -6.27335 3.89668 -0.79648
C -6.24072 2.89668 0.19153
C -6.94132 1.72590 0.00420
N -5.48734 5.02040 -0.71399
N -4.38688 5.17176 -0.18546
C -3.27458 4.45261 -0.11973
C -2.34164 4.81419 0.90020
C -1.25137 4.06716 1.18035
C -0.97561 2.85051 0.46673
O 0.01099 2.14234 0.69872
C -1.91759 2.48317 -0.61249
N -1.67634 1.32341 -1.26266
C -2.42072 0.97372 -2.30637
C -3.34201 1.85584 -2.85539
C -3.58557 3.05449 -2.22218
C -2.95801 3.33223 -0.99649
H -8.37897 2.41388 -2.99832
H -7.18674 4.56079 -2.62670
H -5.67218 3.06082 1.09856
H -6.91504 0.94567 0.75223
H -2.57064 5.70235 1.47499
H -0.55437 4.35432 1.95476
H -2.22955 0.00241 -2.74050
H -3.84654 1.59767 -3.77512
H -4.22565 3.78567 -2.68953
C 1.53186 1.33614 -4.34764
C 0.93975 0.88013 -3.04711
O 1.11747 1.56477 -1.99174
O 0.25774 -0.17524 -2.97227
H 1.93304 2.33931 -4.23678
H 0.77990 1.31239 -5.13379
H 2.33012 0.65016 -4.63005
*
```

Computed properties:
- Total energy: -4245.26603 Ha
- E_LUMO (spin up / spin down): -0.159 / -0.187 Eh
- Maximum force: 1.75 eV Å⁻¹
- Orbital gap (spin up / spin down): 6.4943 / 6.6880 eV
- <S²>: 6.065
- Energy relative to the best compared isomer or geometry (same formula, charge and spin): 13.4 kcal/mol

Charges in e, computed with Löwdin, in the same order as the atoms:
1 Ru 1.617
2 O 0.205
3 C -0.430
4 O 0.003
5 C -0.082
6 O -0.172
7 C -0.078
8 C -0.602
9 O 0.105
10 O -0.136
11 H 0.165
12 H 0.154
13 H 0.163
14 H 0.135
15 H 0.140
16 Br 0.796
17 C -0.679
18 C -0.108
19 C -0.008
20 C -0.279
21 C -0.001
22 C -0.105
23 N 0.127
24 N 0.129
25 C -0.197
26 C 0.027
27 C 0.034
28 C -0.312
29 O 0.013
30 C -0.099
31 N -0.042
32 C -0.058
33 C 0.011
34 C 0.041
35 C -0.055
36 H 0.110
37 H 0.125
38 H 0.126
39 H 0.112
40 H 0.133
41 H 0.132
42 H 0.127
43 H 0.127
44 H 0.126
45 C 0.020
46 C -0.685
47 O -0.081
48 O -0.071
49 H 0.088
50 H 0.092
51 H 0.096


Entry 3:
Density functional theory data (ωB97M-V with the def2-TZVPD basis set) for a cluster of 2 separate species, C26H49BBrN3O8PS3 in total at a distorted geometry.

Structure (ORCA input):
```
! RIJCOSX wB97M-V def2-TZVPD def2/J DEFGRID3
* xyz 1 1
C -0.57028 5.53274 -2.04113
C 1.06621 5.38778 -1.88486
O 1.49766 4.51029 -0.78361
C 1.60866 3.15897 -1.42782
C 1.79508 1.94886 -0.28343
S 3.15282 2.73247 0.82586
C 2.46921 0.72040 -1.10556
O 2.26329 0.69765 -2.55698
C 0.96564 0.25642 -3.01334
N -0.17330 -0.33699 -3.30912
N 2.37779 -0.65617 -0.42242
C 3.67869 -0.88057 0.26664
C 1.08174 -0.97795 0.23662
B 1.03628 -2.59071 0.70566
O 1.84690 -3.19037 1.77915
O 0.11933 -3.57549 0.02248
C 0.36398 0.08956 1.22285
C -1.23572 -0.35036 1.45237
C -1.96046 0.41133 2.73015
C -3.58376 0.46361 2.31698
S -4.27502 -1.19101 1.78231
C -6.08555 -0.77988 1.32117
S -6.83880 0.32568 2.42652
N -6.80718 -1.37865 0.13914
C -5.91732 -1.59784 -1.06128
C -5.77696 -3.24719 -1.25012
C -8.10404 -0.68567 -0.19584
C -7.91194 0.82663 -0.86487
P 1.02017 0.21791 3.02669
C 0.57099 -1.37674 4.05794
O 2.76912 0.23611 3.10734
C 0.49512 1.65350 0.63539
Br 0.80252 2.88347 2.25321
C -0.87705 2.26448 -0.01075
O -1.32386 1.64074 -1.26500
C -2.36065 2.47976 -1.88767
C -2.57449 2.39830 -3.54384
O -3.20106 3.30204 -1.24346
H -1.15591 5.44111 -1.02308
H -0.99625 4.76618 -2.83862
H -0.75557 6.64926 -2.41760
H 1.45805 5.03529 -2.94989
H 1.47015 6.49024 -1.68690
H 0.74350 2.93967 -2.18357
H 2.60180 3.23649 -2.08636
H 4.02081 3.31407 -0.14102
H 3.64107 0.98174 -1.05333
H 2.41679 -1.32345 -1.25946
H 4.48450 -0.97857 -0.61562
H 3.84408 -1.81717 0.91684
H 4.09827 0.04191 0.89646
H 0.29992 -1.01669 -0.67950
H 2.23894 -4.08298 1.47437
H 0.77587 -4.22265 -0.41875
H -1.36990 -1.48183 1.77434
H -1.86704 -0.26985 0.44222
H -1.93141 -0.20474 3.73159
H -1.66736 1.52592 2.87736
H -3.79416 1.32870 1.52216
H -4.12950 0.80371 3.32036
H -6.45763 -1.22812 -2.05870
H -4.88872 -1.04184 -1.03312
H -5.36732 -3.49215 -2.33789
H -5.12030 -3.75654 -0.42688
H -6.89689 -3.64402 -1.24131
H -8.90345 -0.68416 0.68210
H -8.61360 -1.33303 -1.05995
H -8.04242 0.72323 -2.04740
H -6.82428 1.25402 -0.69854
H -8.72567 1.59302 -0.52183
H -0.03024 -0.95578 4.99489
H 1.56172 -1.88118 4.43094
H -0.16010 -2.09099 3.48878
H 3.07104 -0.71572 3.01485
H -0.80752 3.44126 -0.21460
H -1.83035 2.23077 0.70873
H -3.06541 1.33426 -3.72823
H -1.50306 2.44357 -4.05877
H -3.28126 3.27210 -3.93800
C 8.63176 -3.25345 0.96792
C 8.16611 -3.91347 -0.30419
C 6.68063 -4.06318 -0.05806
O 6.28756 -2.97514 0.78976
C 7.47054 -2.33997 1.29409
H 9.57902 -2.71826 0.86416
H 8.74749 -4.00689 1.75613
H 8.33822 -3.24285 -1.15432
H 8.66196 -4.86477 -0.51319
H 6.45729 -4.99608 0.47032
H 6.09778 -4.03806 -0.98333
H 7.57209 -1.37355 0.78837
H 7.36463 -2.16252 2.36786
*
```

Computed properties:
- Total energy: -5920.28262 Ha
- E_LUMO: -0.121 Eh
- Maximum force: 12.17 eV Å⁻¹
- Orbital gap: 6.6493 eV
- Energy relative to the best compared isomer or geometry (same formula, charge and spin): 341.1 kcal/mol

Charges in e, computed with Löwdin, in the same order as the atoms:
1 C -0.089
2 C -0.239
3 O -0.243
4 C -0.194
5 C -0.505
6 S 0.700
7 C -0.225
8 O -0.029
9 C -0.126
10 N 0.175
11 N -0.071
12 C -0.038
13 C -0.118
14 B -0.377
15 O 0.048
16 O 0.039
17 C -0.419
18 C -0.190
19 C -0.244
20 C -0.505
21 S 0.763
22 C -0.878
23 S 0.588
24 N -0.215
25 C -0.262
26 C -0.107
27 C -0.270
28 C -0.128
29 P 0.849
30 C -0.258
31 O -0.368
32 C -0.513
33 Br 0.746
34 C -0.196
35 O -0.126
36 C -0.298
37 C -0.023
38 O -0.023
39 H 0.092
40 H 0.072
41 H 0.101
42 H 0.134
43 H 0.143
44 H 0.129
45 H 0.151
46 H -0.046
47 H 0.166
48 H 0.210
49 H 0.152
50 H 0.112
51 H 0.114
52 H 0.170
53 H 0.149
54 H 0.131
55 H 0.110
56 H 0.130
57 H 0.114
58 H 0.085
59 H 0.104
60 H 0.078
61 H 0.128
62 H 0.102
63 H 0.082
64 H 0.074
65 H 0.090
66 H 0.117
67 H 0.130
68 H 0.078
69 H 0.078
70 H 0.082
71 H 0.068
72 H 0.062
73 H 0.049
74 H 0.047
75 H 0.126
76 H 0.134
77 H 0.101
78 H 0.085
79 H 0.115
80 C -0.173
81 C -0.176
82 C -0.208
83 O -0.176
84 C -0.204
85 H 0.122
86 H 0.123
87 H 0.120
88 H 0.122
89 H 0.120
90 H 0.114
91 H 0.117
92 H 0.121


Among the records above, which one has the lowest maximum force? C21H17BrN3O8Ru